a:
Molecular formula: C4H6FNS
Method: DFT, ωB97M-V with the def2-TZVPD basis set

Geometry (Å):
F -0.2104 2.0475 -0.2211
C 1.0923 1.4748 0.2788
C 0.9604 0.1180 0.3512
S 2.3066 -0.7212 -0.1691
N -0.2520 -0.4705 0.7354
C -0.7378 -1.6596 0.0145
C -1.3353 -0.3512 -0.3496
H 1.9000 1.6441 -0.5163
H 1.2952 2.1506 1.2347
H -1.5002 -2.4013 0.6494
H -0.0403 -2.1405 -0.6682
H -2.5470 -0.1082 -0.2556
H -0.9313 0.4174 -1.0840

The calculation puts the LUMO energy at -0.59 eV. The net charge is 0. As for the SMILES: FCC(=S)N1CC1. For the molar mass, the calculation gives 119.16 g mol⁻¹.

***

b:
Molecular formula: C4H6FNS
Method: DFT, ωB97M-V with the def2-TZVPD basis set

Geometry (Å):
C 0.5075 1.1439 0.1946
C -1.0119 0.7243 -0.2518
C -0.9718 -0.8664 0.2014
C 1.3057 -0.1285 -0.2506
H 0.6231 0.9838 1.3696
H -0.8161 0.8093 -1.4442
H -1.8833 1.3701 0.1075
H -2.0239 -1.6611 -0.0624
H -0.8385 -1.0475 1.2954
H 0.6112 -2.2243 -0.4299
N 0.4161 -1.1239 -0.4933
F 1.1027 2.2708 -0.2174
S 2.9791 -0.2506 -0.0189

The calculation puts the LUMO energy at 0.35 eV. The net charge is 0. For the molar mass, the calculation gives 119.16 g mol⁻¹.

***

Stability check: which of them is most stable? b.

***

a:
Molecular formula: C6H11N2O
Method: DFT, ωB97M-V with the def2-TZVPD basis set

Geometry (Å):
C -2.6237 1.3475 -0.1547
C -2.2670 0.1369 0.1483
N -1.7757 -0.9898 0.3576
C -0.7499 -1.6534 -0.4171
C 0.6706 -1.3174 0.0104
C 1.1363 0.1392 -0.0251
C 2.5542 0.4089 0.3994
N 0.2511 0.8702 -0.4965
O 0.2565 2.2596 -0.7278
H -1.8845 2.0911 0.2095
H -3.6045 1.7672 -0.4544
H -2.3168 -1.5293 1.1025
H -0.7565 -1.2147 -1.3946
H -0.7716 -2.7425 -0.4664
H 1.4328 -1.9706 -0.3192
H 0.8654 -1.6953 0.9851
H 2.5385 0.5785 1.4906
H 2.8116 1.2195 -0.1714
H 3.2474 -0.3590 0.1484
H 0.9859 2.6538 -0.2245

The calculation puts the LUMO energy at -4.15 eV. The net charge is +1. As for the SMILES: C=C=[NH+]CC/C(C)=N/O. For the molar mass, the calculation gives 127.17 g mol⁻¹.

***

b:
Molecular formula: C6H11N2O
Method: DFT, ωB97M-V with the def2-TZVPD basis set

Geometry (Å):
C 1.5030 1.3534 0.6480
C -2.1617 1.7502 0.1001
C 1.3513 -0.1414 0.7988
C -0.3275 0.9537 -0.4527
C -0.7880 -1.2190 0.7339
C 0.5755 -1.2921 -1.3526
N 0.6265 1.8643 -0.0825
N 0.1943 -0.4591 -0.1132
O -3.1165 1.0557 0.0059
H 2.2445 2.0181 1.1549
H -1.8761 2.8150 0.2281
H 2.2889 -0.5476 0.3056
H 1.0657 -0.4402 1.8175
H -0.6283 1.0256 -1.5197
H -0.1998 -1.9503 1.2246
H -1.3709 -0.5303 1.2902
H -1.3790 -1.8455 0.0540
H -0.4173 -1.2619 -1.8818
H 1.3953 -0.8363 -1.8894
H 1.0200 -2.3125 -1.0697

The calculation puts the LUMO energy at -3.58 eV. The net charge is +1. For the molar mass, the calculation gives 127.17 g mol⁻¹.

***

c:
Molecular formula: C6H11N2O
Method: DFT, ωB97M-V with the def2-TZVPD basis set

Geometry (Å):
C -0.0762 -1.1846 2.0282
O -0.9602 -0.1330 1.5842
N -0.6420 0.2608 0.2589
C -1.7527 1.2178 -0.0364
C 0.6127 0.9327 0.3213
C 1.4522 0.8423 -0.6856
C 1.2757 -0.1981 -1.7442
C 0.1529 -1.0789 -1.4621
N -0.6581 -0.9556 -0.5081
H -0.3045 -1.0749 3.1255
H 1.0380 -1.0258 1.9825
H -0.4795 -1.9894 1.3693
H -2.7710 0.8517 0.0553
H -1.7197 2.1365 0.5845
H -1.7751 1.3719 -1.0507
H 0.9303 1.5404 1.1627
H 2.3132 1.3282 -0.6068
H 1.2532 0.0764 -2.8231
H 2.1024 -0.9184 -1.7363
H 0.0084 -2.0001 -1.8189

The calculation puts the LUMO energy at -3.29 eV. The net charge is +1. As for the SMILES: CO[N@@+]1(C)C=CCC=N1. For the molar mass, the calculation gives 127.17 g mol⁻¹.

***

Stability check: which of them is most stable? b.

***

a:
Molecular formula: C5H7Br
Method: DFT, ωB97M-V with the def2-TZVPD basis set

Geometry (Å):
C -2.9038 0.1160 -0.4377
C -1.7383 0.1032 -0.1930
C -0.4441 0.2864 -0.3903
C 0.2264 -0.0509 -1.4973
C 0.2724 0.7037 0.8474
H -3.9515 -0.1243 -0.5516
H -0.1654 -0.3563 -2.4236
H 1.3650 0.2026 -1.5749
H -0.0208 0.2255 1.7235
H 0.2203 1.8053 1.0538
H 1.3558 0.5916 0.9754
Br 3.4572 -2.1664 0.9186
H 2.3267 -1.3363 1.5497

The calculation puts the LUMO energy at 0.44 eV. The net charge is 0. As for the SMILES: C#CC(=C)C.Br. For the molar mass, the calculation gives 147.02 g mol⁻¹.

***

b:
Molecular formula: C5H7Br
Method: DFT, ωB97M-V with the def2-TZVPD basis set

Geometry (Å):
C -0.3065 -0.5990 -1.3193
C -0.2062 0.0645 -0.1910
C -0.4691 1.5600 -0.1324
C -0.2206 -0.6166 1.3157
C 0.5727 -1.6174 1.6448
Br -1.5789 -0.0249 2.6391
H -0.2970 -0.1243 -2.3023
H -0.2341 -1.6984 -1.2036
H -1.3872 1.8840 0.2312
H 0.3310 1.9352 0.4792
H -0.3616 2.1255 -1.0123
H 0.7316 -2.1359 2.5353
H 1.2298 -1.9117 0.8910

The calculation puts the LUMO energy at 0.82 eV. The net charge is 0. As for the SMILES: C=C(C)C(=C)Br. For the molar mass, the calculation gives 147.02 g mol⁻¹.

***

Stability check: which of them is most stable? b.

***

a:
Molecular formula: C3H2F4
Method: DFT, ωB97M-V with the def2-TZVPD basis set

Geometry (Å):
C 0.4376 -1.9921 -0.8204
C 0.9149 -0.7835 -0.5772
C 0.1311 0.6362 1.4174
F 0.8968 -2.8183 -1.8384
F 1.7791 -0.1248 -1.2704
F -0.7384 0.0213 2.1679
F -0.3915 1.7501 0.8242
H -0.3528 -2.3954 -0.3853
H 1.1912 0.6326 1.6228

The calculation puts the LUMO energy (spin up / spin down) at -0.11 / -0.71 eV. The net charge is 0. For the molar mass, the calculation gives 114.04 g mol⁻¹.

***

b:
Molecular formula: C3H2F4
Method: DFT, ωB97M-V with the def2-TZVPD basis set

Geometry (Å):
F 0.7237 -1.6077 1.4672
C 0.5185 -0.5034 0.7358
C 0.5802 -0.4118 -0.8141
F 1.1205 -1.4146 -1.5200
C 1.6016 0.3633 0.0425
F 2.9524 0.1999 -0.0939
F 1.3641 1.6637 0.2286
H -0.3023 0.1630 1.3270
H -0.2596 0.1324 -1.4585

The calculation puts the LUMO energy at 0.56 eV. The net charge is 0. As for the SMILES: F[C@@H]1[C@H](F)C1(F)F. For the molar mass, the calculation gives 114.04 g mol⁻¹.

***

Stability check: which of them is most stable? b.

***

a:
Molecular formula: C27H31Cl3N2O4
Method: DFT, ωB97M-V with the def2-TZVPD basis set

Geometry (Å):
O 5.8986 -3.2903 2.1581
C 4.5433 -3.3933 1.8205
C 4.2890 -3.3243 0.2994
N 4.5002 -2.0164 -0.2799
C 5.8515 -1.6731 -0.6666
C 6.3711 -0.4408 0.1017
O 6.0962 -0.5339 1.4820
C 3.4464 -1.1680 -0.5331
C 2.2199 -1.3038 0.1321
C 1.1673 -0.4525 -0.1318
C 1.2690 0.5810 -1.0535
C 0.1343 1.5365 -1.3471
C 0.4086 2.8841 -0.7218
C 1.0078 2.9865 0.5280
C 1.2553 4.2220 1.0978
C 0.8986 5.3702 0.4101
Cl 1.2071 6.9203 1.1154
C 0.2986 5.2910 -0.8356
C 0.0575 4.0484 -1.3926
C -1.2019 0.9677 -0.9325
C -1.9650 1.4857 0.1043
C -3.1846 0.9465 0.4588
C -3.7220 -0.1567 -0.2189
N -4.9538 -0.6841 0.0940
C -5.3928 -1.9487 -0.4617
C -6.1257 -1.7625 -1.8037
O -7.2764 -0.9663 -1.6702
C -5.7362 -0.1727 1.1953
C -5.2696 -0.7123 2.5628
O -6.1157 -0.3093 3.6086
C -2.9558 -0.6817 -1.2689
C -1.7353 -0.1296 -1.6013
Cl -0.8521 -0.8527 -2.9079
C 2.4953 0.7271 -1.6919
Cl 2.7259 2.0140 -2.8319
C 3.5601 -0.1180 -1.4532
H 6.1932 -2.3755 2.0013
H 4.2169 -4.3736 2.1789
H 3.9501 -2.6222 2.3328
H 4.9683 -4.0330 -0.1846
H 3.2677 -3.6481 0.0908
H 6.4866 -2.5254 -0.4227
H 5.9337 -1.4886 -1.7444
H 7.4574 -0.3862 0.0102
H 5.9375 0.4808 -0.3014
H 5.1410 -0.4555 1.5997
H 2.0820 -2.0763 0.8713
H 0.2369 -0.5905 0.3993
H 0.0998 1.6759 -2.4355
H 1.2861 2.0892 1.0611
H 1.7229 4.2959 2.0672
H 0.0280 6.1917 -1.3640
H -0.4074 3.9853 -2.3655
H -1.5935 2.3364 0.6555
H -3.7106 1.4033 1.2799
H -6.0869 -2.4103 0.2433
H -4.5489 -2.6304 -0.5947
H -6.4716 -2.7332 -2.1654
H -5.4476 -1.3276 -2.5489
H -7.0007 -0.0822 -1.4027
H -6.7786 -0.4684 1.0496
H -5.7039 0.9216 1.1971
H -4.2311 -0.4066 2.7508
H -5.3076 -1.8043 2.5588
H -6.1025 0.6519 3.6766
H -3.2988 -1.5219 -1.8470
H 4.4670 0.0381 -2.0119

The calculation puts the LUMO energy at 0.42 eV. The net charge is 0. As for the SMILES: OCCN(CCO)c1ccc(C(c2ccc(Cl)cc2)c2ccc(N(CCO)CCO)cc2Cl)c(Cl)c1. For the molar mass, the calculation gives 553.91 g mol⁻¹.

***

b:
Molecular formula: C27H31Cl3N2O4
Method: DFT, ωB97M-V with the def2-TZVPD basis set

Geometry (Å):
O 6.5791 -2.8935 1.7371
C 6.1063 -1.5952 1.9683
C 5.9975 -0.7491 0.6817
N 4.9375 -1.1608 -0.2114
C 5.2321 -2.2294 -1.1413
C 4.3077 -3.4444 -0.9229
O 4.1972 -3.7738 0.4443
C 3.7278 -0.5030 -0.2387
C 3.2844 0.2612 0.8495
C 2.0727 0.9195 0.8123
C 1.2312 0.8501 -0.2900
C -0.0991 1.5609 -0.3539
C -0.1770 2.6974 0.6376
C -0.9914 2.6492 1.7611
C -1.0540 3.7116 2.6457
C -0.2955 4.8470 2.4219
C 0.5309 4.9152 1.3140
C 0.5855 3.8462 0.4365
Cl 1.6417 3.9504 -0.9341
C -1.2492 0.5944 -0.2103
C -1.1243 -0.6340 0.4248
C -2.1792 -1.5138 0.5379
C -3.4489 -1.2092 0.0232
N -4.4993 -2.0849 0.1342
C -5.7847 -1.8470 -0.4775
C -6.8011 -1.2132 0.4972
O -6.3066 -0.0944 1.1823
C -4.4054 -3.2855 0.9285
C -3.8436 -4.4791 0.1306
O -3.9073 -5.6781 0.8610
C -3.5786 0.0354 -0.6091
C -2.5073 0.8992 -0.7145
Cl -2.7794 2.4283 -1.4898
C 1.6646 0.0709 -1.3575
Cl 0.6608 -0.1020 -2.7612
C 2.8774 -0.5881 -1.3482
H 5.8853 -3.4048 1.2843
H 6.8368 -1.1216 2.6300
H 5.1351 -1.6163 2.4836
H 6.9509 -0.8264 0.1496
H 5.8521 0.2983 0.9522
H 6.2621 -2.5412 -0.9636
H 5.1549 -1.8981 -2.1837
H 4.7330 -4.3210 -1.4146
H 3.3121 -3.2557 -1.3396
H 3.7320 -3.0503 0.8837
H 3.8846 0.3416 1.7415
H 1.7662 1.4995 1.6703
H -0.1748 2.0079 -1.3547
H -1.5865 1.7659 1.9397
H -1.6986 3.6511 3.5095
H -0.3434 5.6804 3.1060
H 1.1309 5.7918 1.1260
H -0.1653 -0.9109 0.8379
H -1.9946 -2.4536 1.0298
H -6.1945 -2.8018 -0.8209
H -5.6623 -1.2136 -1.3570
H -7.0640 -1.9278 1.2810
H -7.7154 -0.9661 -0.0630
H -6.0227 0.5752 0.5499
H -3.7919 -3.1038 1.8162
H -5.4056 -3.5540 1.2778
H -4.4537 -4.6453 -0.7603
H -2.8162 -4.2667 -0.1946
H -3.3722 -5.5915 1.6579
H -4.5117 0.3605 -1.0372
H 3.1594 -1.1438 -2.2260

The calculation puts the LUMO energy at 0.41 eV. The net charge is 0. As for the SMILES: OCCN(CCO)c1ccc(C(c2ccccc2Cl)c2ccc(N(CCO)CCO)cc2Cl)c(Cl)c1. For the molar mass, the calculation gives 553.91 g mol⁻¹.

***

Stability check: which of them is most stable? a.